# 1
{
  "formula": "C27H52BrGaN10",
  "method": "ωB97M-V/def2-TZVPD",
  "species": ["Ga", "C", "N", "C", "C", "N", "C", "C", "N", "C", "C", "N", "C", "N", "C", "C", "N", "C", "C", "C", "C", "N", "C", "N", "C", "C", "N", "C", "C", "N", "C", "C", "H", "H", "H", "H", "H", "H", "H", "H", "H", "H", "H", "H", "H", "H", "H", "H", "H", "H", "H", "H", "H", "H", "H", "H", "H", "H", "H", "H", "H", "H", "H", "H", "H", "H", "H", "H", "H", "H", "H", "H", "H", "H", "H", "H", "H", "H", "H", "H", "Br", "C", "C", "C", "C", "C", "C", "H", "H", "H", "H"],
  "coordinates": [[0.02307, 0.00997, 0.41787], [-3.27423, -4.62503, 0.50337], [-2.03273, -3.88653, 0.37227], [-0.85183, -4.72013, 0.43887], [-1.99263, -2.53873, 0.21767], [-1.10983, -1.77783, 0.86017], [-0.63043, -2.28823, 2.13697], [-0.75283, -1.15203, 3.14397], [0.04427, -0.00933, 2.69707], [-0.54053, 1.24007, 3.18437], [-1.66913, 1.66917, 2.25117], [-1.09533, 1.76907, 0.92027], [-1.36753, 2.83557, 0.17607], [-2.50863, 3.54857, 0.29867], [-2.56603, 4.97667, 0.05577], [-3.79433, 2.99107, 0.65767], [-0.44453, 3.25787, -0.72043], [-0.78273, 3.82257, -2.01173], [0.96287, 3.29917, -0.37493], [1.42717, -0.13573, 3.15867], [2.36077, 0.56037, 2.17307], [2.12487, -0.04743, 0.87227], [3.17347, -0.42013, 0.14627], [3.06687, -1.43623, -0.73453], [2.05687, -2.45443, -0.60423], [3.81957, -1.50353, -1.97143], [4.39817, 0.14617, 0.28177], [4.61677, 1.55667, 0.51607], [5.61927, -0.63163, 0.22317], [-2.92593, -1.98493, -0.58233], [-3.53533, -2.68833, -1.69583], [-3.39273, -0.63213, -0.35633], [-3.19813, -5.26273, 1.38627], [-3.46703, -5.26653, -0.35793], [-4.10843, -3.94543, 0.64357], [-0.97013, -5.54793, -0.26463], [-0.70913, -5.14713, 1.43467], [0.02787, -4.15043, 0.15387], [0.40997, -2.62623, 2.08047], [-1.24743, -3.12313, 2.47757], [-0.44433, -1.47933, 4.14157], [-1.80213, -0.85733, 3.18497], [0.22707, 2.01587, 3.16147], [-0.90733, 1.12957, 4.21147], [-2.05833, 2.63467, 2.58247], [-2.47993, 0.93257, 2.28837], [-1.57553, 5.38237, -0.11813], [-2.98563, 5.46537, 0.93817], [-3.21043, 5.20867, -0.79473], [-3.76643, 1.90877, 0.61197], [-4.53683, 3.34587, -0.05943], [-4.11243, 3.30967, 1.65307], [-1.85733, 3.86497, -2.14603], [-0.36903, 3.17707, -2.79153], [-0.36343, 4.82307, -2.13363], [1.17397, 4.14577, 0.28807], [1.53707, 3.42407, -1.28873], [1.26197, 2.37227, 0.11387], [1.69327, -1.19343, 3.17757], [1.54327, 0.27407, 4.16847], [3.39037, 0.40997, 2.50557], [2.15187, 1.63777, 2.15997], [1.75637, -2.52063, 0.44097], [2.48507, -3.40713, -0.92393], [1.17847, -2.23443, -1.22193], [4.33587, -0.56713, -2.15863], [3.11917, -1.68133, -2.78963], [4.54857, -2.31633, -1.96353], [3.68907, 2.11057, 0.40277], [5.33357, 1.92817, -0.22083], [5.03377, 1.74077, 1.50927], [5.39467, -1.69303, 0.24217], [6.21687, -0.39203, 1.10417], [6.21637, -0.40123, -0.66003], [-4.58703, -2.91283, -1.50373], [-3.00663, -3.61263, -1.90343], [-3.47203, -2.06173, -2.58853], [-4.02633, -0.59313, 0.53447], [-3.98703, -0.32173, -1.21103], [-2.55023, 0.05247, -0.24443], [0.70987, 0.64267, -6.31663], [0.53297, 0.41337, -4.43133], [1.50837, 0.89717, -3.57303], [1.34497, 0.76367, -2.20563], [0.22137, 0.15607, -1.64753], [-0.71763, -0.35633, -2.53993], [-0.57473, -0.23653, -3.91093], [2.38907, 1.37267, -3.97783], [2.12847, 1.14287, -1.56593], [-1.57513, -0.88333, -2.15803], [-1.32023, -0.64223, -4.57823]],
  "forces_ev_per_a": [[0.002, 0.135, -0.678], [-0.232, -0.077, 0.042], [-0.003, 0.139, -0.124], [0.263, -0.025, 0.025], [-0.024, 0.003, -0.145], [0.551, 0.487, -0.241], [-0.115, 0.170, 0.329], [-0.210, -0.590, -0.081], [-0.038, -0.021, -0.168], [-0.447, 0.512, -0.136], [0.232, 0.025, 0.171], [0.288, -0.698, -0.149], [0.172, -0.037, -0.130], [0.146, -0.069, -0.137], [0.036, 0.372, 0.016], [-0.179, -0.229, 0.046], [-0.147, 0.044, 0.154], [-0.037, -0.027, -0.302], [0.057, -0.092, 0.251], [0.617, 0.086, -0.136], [-0.085, -0.214, 0.262], [-0.732, 0.212, -0.118], [-0.004, -0.161, -0.089], [0.005, 0.166, 0.214], [-0.274, -0.156, 0.106], [0.173, 0.042, -0.248], [-0.157, -0.056, -0.104], [-0.068, 0.242, 0.027], [0.235, -0.199, 0.026], [0.113, -0.070, 0.101], [-0.124, -0.157, -0.227], [0.131, 0.206, 0.199], [-0.053, 0.007, 0.000], [-0.010, 0.009, -0.032], [-0.060, 0.017, -0.008], [0.041, 0.048, 0.011], [0.037, 0.030, 0.006], [0.038, 0.010, 0.027], [-0.053, -0.098, 0.025], [0.157, 0.038, 0.015], [-0.013, 0.092, 0.026], [0.045, -0.019, 0.069], [-0.042, -0.029, 0.087], [0.141, -0.022, -0.026], [-0.035, -0.124, 0.044], [-0.053, 0.116, 0.008], [0.019, 0.015, -0.001], [0.003, -0.011, -0.029], [0.050, 0.005, -0.016], [0.000, -0.088, 0.041], [-0.006, -0.037, 0.004], [0.020, -0.036, -0.005], [-0.064, -0.002, -0.008], [0.004, 0.041, -0.005], [-0.077, 0.031, 0.030], [0.024, -0.038, -0.027], [0.053, -0.065, 0.022], [0.182, 0.161, -0.041], [0.006, 0.027, 0.074], [-0.072, -0.088, -0.034], [-0.077, 0.097, -0.013], [0.122, -0.045, 0.019], [-0.011, -0.105, -0.063], [-0.061, 0.004, 0.068], [0.074, -0.065, 0.018], [0.002, 0.040, -0.004], [0.022, 0.059, -0.015], [-0.006, -0.002, 0.056], [-0.040, 0.037, 0.011], [-0.059, 0.012, 0.024], [-0.043, 0.030, -0.001], [0.008, -0.042, -0.021], [0.041, -0.031, 0.002], [-0.015, -0.002, -0.058], [0.033, -0.006, -0.034], [0.033, -0.019, 0.033], [-0.044, -0.017, 0.042], [0.028, 0.080, 0.009], [0.015, 0.048, -0.035], [-0.266, 0.082, -0.034], [-0.015, -0.088, 0.513], [-0.014, 0.008, -0.241], [0.041, 0.050, -0.308], [-0.048, -0.077, 0.164], [-0.120, -0.155, 1.096], [0.049, 0.021, 0.240], [-0.012, 0.052, -0.347], [0.081, 0.074, -0.041], [0.094, 0.075, 0.013], [-0.164, -0.049, -0.045], [-0.068, -0.023, -0.063]],
  "total_energy_ev": -166151.12277,
  "e_homo_ev": -13.35,
  "gap_ev": 9.39,
  "e_above_lowest_kcal_mol": 0.0,
  "total_charge": 2,
  "mol_weight_g_mol": 666.4
}

---

# 2
{
  "formula": "C27H52BrGeKN3O9P",
  "method": "ωB97M-V/def2-TZVPD",
  "species": ["K", "N", "C", "C", "O", "N", "C", "C", "O", "O", "H", "H", "H", "H", "H", "H", "C", "C", "C", "C", "O", "Ge", "O", "C", "C", "C", "C", "O", "C", "C", "C", "C", "H", "H", "H", "H", "H", "H", "H", "H", "H", "H", "H", "H", "H", "H", "H", "H", "H", "H", "H", "H", "H", "H", "H", "H", "H", "H", "H", "Br", "C", "C", "C", "N", "C", "C", "H", "H", "H", "H", "C", "C", "O", "P", "O", "C", "C", "O", "C", "C", "H", "H", "H", "H", "H", "H", "H", "H", "H", "H", "H", "H", "H", "H", "H"],
  "coordinates": [[0.42466, 0.86037, 0.04249], [2.07179, -0.05321, 4.16426], [3.13351, -0.86509, 3.58503], [4.02394, -0.19362, 2.54259], [4.77352, -0.89167, 1.85959], [3.92533, 1.16960, 2.50238], [4.64843, 1.78380, 1.54375], [3.72121, 1.88214, -0.04691], [4.14606, 2.83246, -0.65726], [2.90898, 0.98371, -0.18084], [1.28996, -0.06622, 3.51950], [2.39933, 0.90834, 4.17636], [2.70280, -1.75614, 3.12293], [3.80504, -1.22697, 4.37159], [5.50146, 1.24681, 1.11682], [4.80619, 2.84504, 1.70342], [-1.33902, 4.63197, 2.24478], [-0.61837, 3.28414, 2.32276], [0.86563, 3.48221, 2.00428], [-0.76500, 2.72363, 3.73693], [-1.18438, 2.33056, 1.43437], [-2.04406, 2.79544, -0.20948], [-2.14626, 0.97207, -0.73489], [-3.29646, 0.15684, -0.69500], [-4.59843, 0.95904, -0.64716], [-3.21089, -0.74035, 0.53889], [-3.27967, -0.70067, -1.96180], [-0.36826, 2.97217, -1.07022], [-0.11904, 3.13932, -2.45501], [0.30030, 1.79546, -3.06141], [-1.35691, 3.65717, -3.18906], [1.02381, 4.14361, -2.58467], [-0.94735, 5.31412, 3.00314], [-1.19763, 5.09531, 1.26660], [-2.41021, 4.50052, 2.40743], [1.30475, 4.24175, 2.65671], [1.43986, 2.56290, 2.15949], [0.98778, 3.80389, 0.96852], [-0.38072, 3.42302, 4.48304], [-1.81706, 2.52258, 3.94972], [-0.20039, 1.79439, 3.83324], [-4.67078, 1.54368, 0.27141], [-4.65530, 1.65047, -1.48969], [-5.45406, 0.28008, -0.69297], [-3.16738, -0.11681, 1.43326], [-4.06944, -1.41425, 0.61703], [-2.29682, -1.33921, 0.49616], [-3.37236, -0.06137, -2.84281], [-2.32908, -1.23213, -2.03147], [-4.09888, -1.42562, -1.96667], [-0.47707, 1.04781, -2.88647], [0.45555, 1.88965, -4.14057], [1.24167, 1.43924, -2.63024], [-2.16971, 2.92890, -3.13374], [-1.70018, 4.58984, -2.73841], [-1.13094, 3.83964, -4.24276], [1.89601, 3.78966, -2.03229], [1.30841, 4.28750, -3.63068], [0.71693, 5.10562, -2.16964], [-3.56858, -4.40562, 4.01488], [-2.17379, -3.29619, 3.37699], [-2.20427, -1.93867, 3.61890], [-1.15948, -1.17449, 3.11621], [-0.14087, -1.67903, 2.42676], [-0.13533, -2.99132, 2.21379], [-1.12574, -3.85015, 2.66456], [-3.01377, -1.47537, 4.16357], [-1.16540, -0.10006, 3.26000], [0.70557, -3.38553, 1.65300], [-1.07648, -4.91029, 2.46232], [-1.59369, -4.64496, -2.45445], [-0.90722, -4.37078, -1.13185], [0.44051, -3.93211, -1.32165], [0.67787, -2.29799, -1.23318], [0.12451, -1.77594, -2.65975], [0.67756, -2.19760, -3.91467], [-0.24283, -1.71557, -5.01227], [2.25908, -2.29188, -1.53248], [3.14244, -2.11336, -0.39611], [3.79651, -3.42040, -0.02098], [-2.59369, -5.04693, -2.28074], [-1.02332, -5.37039, -3.03575], [-1.68967, -3.72667, -3.03307], [-0.85717, -5.27970, -0.52770], [-1.47084, -3.62272, -0.56143], [0.77806, -3.28611, -3.91970], [1.67343, -1.76391, -4.01570], [-1.23666, -2.15269, -4.90846], [0.15838, -1.99386, -5.98833], [-0.34095, -0.63077, -4.97147], [2.57637, -1.70209, 0.44417], [3.86692, -1.35470, -0.67565], [3.05132, -4.16310, 0.27059], [4.47385, -3.24199, 0.81427], [4.36653, -3.82019, -0.86095]],
  "forces_ev_per_a": [[0.067, -0.704, 0.228], [-0.007, -0.025, 0.000], [0.033, -0.012, 0.020], [-0.114, -0.026, -0.083], [0.041, -0.004, 0.022], [0.023, 0.012, 0.036], [0.030, 0.030, -0.014], [0.020, 0.075, -0.108], [0.008, 0.006, -0.022], [0.323, 0.016, 0.067], [-0.011, 0.008, -0.015], [-0.001, 0.008, 0.010], [0.012, -0.005, 0.003], [-0.010, 0.009, 0.012], [-0.014, -0.013, 0.010], [-0.004, 0.000, -0.010], [0.014, 0.005, 0.003], [-0.038, -0.029, -0.002], [0.049, 0.039, -0.006], [0.012, 0.004, -0.020], [-0.063, 0.083, -0.032], [-0.216, 0.147, -0.039], [0.011, 0.143, 0.030], [0.045, -0.055, -0.042], [-0.007, -0.013, -0.013], [-0.007, 0.000, -0.015], [0.002, 0.004, 0.014], [-0.067, 0.185, -0.034], [-0.035, 0.022, 0.061], [-0.020, -0.042, -0.057], [0.009, -0.006, -0.011], [-0.008, -0.010, -0.009], [0.003, 0.002, 0.004], [0.001, 0.003, -0.015], [-0.015, 0.005, 0.004], [0.002, 0.001, 0.007], [-0.036, -0.006, -0.006], [-0.011, -0.011, -0.019], [0.004, 0.007, 0.002], [-0.011, -0.001, 0.008], [-0.006, -0.014, 0.010], [0.005, 0.006, 0.011], [0.005, 0.006, -0.009], [-0.007, 0.007, 0.002], [-0.004, 0.008, 0.009], [-0.002, -0.004, -0.003], [0.003, -0.002, 0.000], [0.006, 0.002, -0.004], [0.008, -0.010, -0.007], [-0.005, -0.002, 0.004], [-0.007, 0.003, 0.019], [0.000, 0.007, 0.001], [-0.024, 0.060, 0.049], [-0.009, -0.005, 0.004], [-0.013, 0.014, 0.000], [0.009, -0.002, 0.003], [0.008, 0.001, 0.004], [-0.002, -0.002, -0.004], [0.003, 0.011, 0.009], [-0.009, -0.003, -0.001], [0.005, 0.013, 0.001], [0.010, 0.000, 0.017], [-0.030, -0.012, 0.006], [-0.014, 0.144, -0.016], [0.062, -0.035, 0.015], [0.010, -0.013, -0.023], [-0.007, -0.005, 0.003], [0.007, 0.018, -0.010], [-0.002, -0.010, -0.021], [0.001, -0.003, 0.001], [0.001, -0.002, 0.011], [0.019, -0.035, 0.038], [-0.034, 0.073, -0.067], [0.026, 0.031, -0.101], [-0.051, -0.075, -0.036], [0.027, 0.043, 0.001], [0.010, -0.002, -0.005], [-0.023, -0.025, 0.104], [0.046, -0.012, 0.005], [0.043, -0.003, 0.010], [-0.007, -0.002, 0.000], [0.005, -0.003, -0.006], [-0.002, 0.012, -0.010], [-0.011, 0.015, -0.002], [-0.014, 0.015, 0.027], [-0.011, 0.001, -0.001], [0.006, -0.015, -0.001], [-0.009, -0.005, 0.009], [0.003, -0.001, -0.005], [-0.003, 0.002, 0.005], [-0.005, 0.007, 0.008], [0.008, -0.025, -0.009], [-0.014, -0.022, -0.008], [-0.009, 0.009, 0.007], [-0.016, -0.011, -0.009]],
  "total_energy_ev": -203919.44333,
  "e_homo_ev": [-4.79, -4.80],
  "gap_ev": [6.79, 6.42],
  "e_above_lowest_kcal_mol": 2.5,
  "total_charge": -1,
  "spin_multiplicity": 2,
  "mol_weight_g_mol": 785.3
}